Entry 1:
{
  "formula": "C25H48I2O17S",
  "method": "ωB97M-V with the def2-TZVPD basis set",
  "elements": ["C", "C", "O", "O", "C", "C", "C", "C", "C", "S", "O", "O", "O", "C", "C", "C", "I", "C", "C", "C", "I", "H", "H", "H", "H", "H", "H", "H", "H", "H", "H", "H", "H", "H", "H", "H", "H", "H", "H", "H", "H", "H", "H", "H", "H", "C", "O", "C", "O", "O", "C", "H", "H", "H", "H", "H", "H", "C", "O", "C", "O", "O", "C", "H", "H", "H", "H", "H", "H", "C", "O", "C", "O", "O", "C", "H", "H", "H", "H", "H", "H", "C", "O", "C", "O", "O", "C", "H", "H", "H", "H", "H", "H"],
  "positions_angstrom": [[-0.071082, 2.561806, -4.857008], [0.878679, 1.391689, -4.890012], [1.703747, 1.238147, -5.748308], [0.798091, 0.583681, -3.796453], [0.661996, -0.866531, -3.879580], [1.911190, -1.441462, -3.172502], [2.233583, -0.902837, -1.778456], [1.831822, -1.775340, -0.578320], [2.218130, -3.257935, -0.679106], [0.852819, -4.389623, -0.776983], [-0.250433, -3.844841, -0.033088], [1.310604, -5.684709, -0.391829], [0.456960, -4.385743, -2.316693], [-0.615854, -1.288162, -3.099152], [-1.498349, -0.175884, -2.527767], [-1.108047, 0.332901, -1.152030], [-3.500960, -1.008732, -2.341870], [0.711866, -1.468636, -5.292850], [-0.524469, -1.496817, -6.214598], [-1.543451, -0.371928, -6.082735], [-1.497530, -3.431533, -6.157154], [0.410051, 3.402202, -4.356342], [-0.265042, 2.861479, -5.884497], [-1.014522, 2.323745, -4.374629], [1.821408, -2.527982, -3.184259], [2.747806, -1.195475, -3.832607], [1.820109, 0.094277, -1.632438], [3.317461, -0.780943, -1.714794], [0.770971, -1.695249, -0.349923], [2.350945, -1.377333, 0.293847], [2.712716, -3.604063, 0.226463], [2.856971, -3.483537, -1.534668], [-0.507625, -4.302193, -2.396130], [-1.231044, -1.902921, -3.751769], [-0.339832, -1.934350, -2.266449], [-1.642005, 0.653246, -3.210044], [-0.169703, 0.888869, -1.157495], [-1.876249, 1.032072, -0.816016], [-1.108819, -0.477114, -0.423597], [1.012422, -2.502626, -5.127812], [1.534074, -1.029177, -5.852721], [-0.150858, -1.468335, -7.233575], [-2.474463, -0.643213, -6.576793], [-1.168426, 0.512315, -6.603024], [-1.793535, -0.123482, -5.056364], [-0.358872, 2.163003, 3.651436], [0.253940, 3.292931, 3.022662], [1.312464, 3.005500, 2.271689], [1.784675, 1.912970, 2.094565], [1.767484, 4.145027, 1.744319], [2.917667, 3.986959, 0.903918], [-1.192077, 2.554370, 4.227380], [-0.729529, 1.451948, 2.915798], [0.345099, 1.666205, 4.316130], [2.686801, 3.342570, 0.057916], [3.749586, 3.571055, 1.468354], [3.164088, 4.985584, 0.555838], [1.854380, 3.370779, 6.205357], [1.987526, 2.568771, 7.380930], [1.473153, 3.122539, 8.479969], [0.932677, 4.196163, 8.538781], [1.659544, 2.284047, 9.496960], [1.150541, 2.755627, 10.749598], [2.310764, 2.802765, 5.398711], [0.804669, 3.554386, 5.984559], [2.377062, 4.318474, 6.322126], [0.075645, 2.914157, 10.689769], [1.641886, 3.683137, 11.036645], [1.374725, 1.974294, 11.468944], [-4.028436, 8.264140, 1.053479], [-2.628959, 8.429264, 1.299168], [-2.019459, 7.333283, 1.755719], [-2.550289, 6.271127, 1.958706], [-0.734734, 7.615626, 1.944672], [0.042933, 6.512831, 2.439721], [-4.378069, 9.226312, 0.691924], [-4.197793, 7.496501, 0.300728], [-4.549625, 7.996425, 1.970587], [0.009251, 5.684656, 1.741673], [-0.335808, 6.195012, 3.409235], [1.057795, 6.883986, 2.540896], [-1.189192, -7.306050, -0.529227], [-1.383408, -8.551342, 0.157043], [-1.798919, -9.545949, -0.618228], [-2.019158, -9.482111, -1.800948], [-1.935445, -10.639657, 0.135872], [-2.380684, -11.793941, -0.580448], [-0.862863, -6.599326, 0.222328], [-0.429446, -7.409269, -1.298967], [-2.132678, -6.976065, -0.964667], [-1.669661, -12.059517, -1.360578], [-3.358628, -11.616917, -1.024311], [-2.442744, -12.590001, 0.155400]],
  "forces_ev_per_a": [[0.033, -0.062, -0.208], [0.416, -0.023, 0.205], [-0.179, -0.083, -0.146], [-0.884, 0.196, -0.300], [0.642, -0.505, 0.560], [0.069, 0.497, -0.393], [0.195, -0.340, 0.245], [0.018, 0.041, -0.023], [-0.036, 0.055, -0.380], [-0.271, 0.078, 1.341], [-0.196, 0.108, -0.401], [0.434, 0.006, -0.523], [0.110, -0.037, -0.140], [-0.216, 0.212, -0.148], [-0.046, -0.274, 0.248], [-0.572, 0.391, 0.040], [0.015, 0.061, -0.039], [-0.215, -0.168, -0.124], [0.156, 0.340, 0.016], [-0.118, -0.100, -0.231], [-0.071, -0.013, 0.088], [-0.043, -0.036, 0.123], [0.057, 0.048, -0.010], [0.066, 0.031, 0.155], [-0.024, 0.013, 0.095], [0.028, -0.061, 0.001], [-0.012, 0.019, -0.088], [0.011, 0.046, -0.068], [-0.017, -0.026, -0.027], [-0.099, 0.063, 0.056], [0.062, -0.054, -0.024], [0.120, -0.014, 0.103], [0.014, 0.027, -0.001], [0.088, -0.032, -0.072], [0.041, 0.040, 0.027], [0.066, -0.044, -0.064], [0.161, -0.255, -0.080], [0.059, 0.055, 0.044], [0.279, -0.036, -0.020], [-0.004, -0.032, -0.031], [0.015, 0.196, 0.107], [-0.034, -0.193, -0.048], [-0.006, 0.014, -0.032], [0.094, 0.081, 0.167], [0.032, -0.012, 0.015], [-0.164, -0.140, 0.177], [-0.005, 0.014, 0.011], [0.033, -0.008, -0.033], [-0.020, -0.017, -0.005], [0.142, -0.176, -0.011], [0.025, 0.095, -0.035], [0.020, 0.092, -0.039], [0.088, 0.034, -0.077], [0.030, -0.039, -0.060], [0.007, -0.042, 0.026], [-0.016, -0.045, -0.005], [-0.022, 0.006, 0.015], [0.048, 0.033, -0.147], [0.018, -0.022, 0.001], [-0.002, 0.000, -0.001], [0.006, -0.014, -0.001], [0.002, 0.004, -0.014], [0.003, -0.039, 0.068], [0.004, -0.070, 0.057], [0.006, 0.070, 0.028], [-0.061, 0.027, 0.053], [0.006, 0.035, -0.017], [-0.023, 0.020, -0.024], [0.012, -0.013, -0.023], [-0.049, 0.057, -0.025], [0.021, -0.010, 0.002], [-0.024, 0.007, -0.002], [0.016, 0.008, -0.004], [0.037, 0.034, 0.036], [-0.122, 0.123, 0.019], [0.028, 0.007, 0.004], [0.004, -0.028, 0.027], [0.010, -0.038, -0.004], [-0.046, 0.020, 0.036], [-0.008, -0.068, -0.025], [-0.010, 0.042, -0.056], [-0.255, -0.013, 0.076], [0.005, -0.019, -0.013], [-0.007, -0.030, -0.014], [0.003, 0.010, 0.019], [0.006, 0.023, 0.000], [-0.012, -0.072, 0.032], [0.010, -0.082, 0.064], [-0.019, -0.027, -0.016], [0.028, -0.033, -0.078], [-0.015, 0.027, -0.024], [0.016, 0.019, -0.030], [0.009, 0.021, 0.018]],
  "lowdin_charge": [0.027, -0.513, 0.124, 0.008, -0.377, -0.118, -0.159, -0.195, -0.210, 0.578, -0.283, -0.272, -0.161, -0.205, -0.728, -0.170, 0.842, -0.191, -0.708, -0.137, 0.841, 0.096, 0.091, 0.072, 0.098, 0.132, 0.099, 0.117, 0.077, 0.118, 0.110, 0.112, 0.100, 0.007, 0.091, 0.036, 0.074, 0.063, 0.069, 0.088, 0.115, 0.068, 0.064, 0.084, 0.043, -0.031, -0.007, -0.623, 0.125, -0.028, -0.023, 0.101, 0.098, 0.088, 0.095, 0.099, 0.096, -0.039, 0.010, -0.623, 0.125, 0.005, -0.036, 0.093, 0.091, 0.102, 0.097, 0.097, 0.093, -0.041, 0.001, -0.626, 0.121, 0.009, -0.032, 0.092, 0.096, 0.097, 0.077, 0.100, 0.097, -0.042, 0.017, -0.625, 0.119, 0.001, -0.043, 0.074, 0.093, 0.103, 0.096, 0.096, 0.092],
  "gap_ev": 9.62,
  "e_lumo_ev": 0.17,
  "multiplicity": 1,
  "de_lowest_kcal_mol": 0.0,
  "smiles": "CC(=O)OC(CCCCS(=O)(=O)O)(C[C@H](C)I)C[C@H](C)I.COC(=O)OC.COC(=O)OC.COC(=O)OC.COC(=O)OC"
}

---

Entry 2:
{
  "formula": "C4H11NO",
  "method": "ωB97M-V with the def2-TZVPD basis set",
  "elements": ["C", "C", "C", "N", "C", "O", "H", "H", "H", "H", "H", "H", "H", "H", "H", "H", "H"],
  "positions_angstrom": [[0.622229, 1.617318, -0.724754], [-0.103188, 0.896062, 0.384914], [-1.558161, 0.413752, 0.072747], [0.671047, -0.282792, 0.919283], [0.972908, -1.516656, 0.269341], [0.102726, -1.916456, -0.829816], [0.760722, 0.915471, -1.556225], [1.477560, 2.237204, -0.462557], [-0.137737, 2.350445, -1.079633], [-0.180187, 1.501075, 1.302479], [-2.320265, 0.894261, 0.670148], [-1.605749, -0.630579, 0.340684], [-1.895580, 0.441731, -0.959300], [0.052456, -0.415542, 1.712758], [0.998411, -2.277466, 1.027910], [1.940788, -1.366328, -0.235150], [0.202019, -2.861499, -0.852829]],
  "forces_ev_per_a": [[-1.959, 0.774, -0.713], [0.307, -1.198, 0.287], [0.240, -0.108, -0.167], [-1.245, 0.960, 1.305], [0.568, 1.370, -1.797], [-0.238, 0.481, 0.858], [0.452, 0.284, 0.136], [0.279, -0.633, 0.179], [0.516, -0.260, -0.150], [0.193, 0.212, -0.532], [-0.055, 0.535, 0.187], [-0.107, -0.289, 0.020], [0.318, 0.268, -0.281], [0.617, -0.982, 0.286], [0.221, -0.394, 0.272], [0.055, -0.380, 0.457], [-0.163, -0.640, -0.346]],
  "lowdin_charge": [-0.068, -0.409, -0.061, -0.048, -0.276, -0.079, 0.083, 0.073, 0.083, 0.129, 0.063, 0.053, 0.074, 0.094, 0.114, 0.114, 0.062],
  "gap_ev": 9.90,
  "e_lumo_ev": 0.89,
  "multiplicity": 1,
  "de_lowest_kcal_mol": 40.6,
  "smiles": "CC(C)NCO"
}

---

Entry 3:
{
  "formula": "C34H34ClGe2N6O5PdS",
  "method": "ωB97M-V with the def2-TZVPD basis set",
  "elements": ["Pd", "C", "C", "C", "C", "C", "C", "C", "S", "O", "O", "N", "C", "C", "C", "C", "C", "C", "C", "C", "N", "C", "H", "H", "H", "H", "H", "H", "H", "H", "H", "H", "H", "H", "H", "N", "C", "N", "C", "N", "C", "Ge", "C", "C", "Ge", "C", "C", "C", "C", "C", "C", "C", "C", "C", "C", "C", "C", "H", "H", "H", "H", "H", "H", "H", "H", "H", "H", "H", "H", "H", "H", "H", "H", "H", "H", "H", "Cl", "C", "H", "H", "O", "N", "O", "O"],
  "positions_angstrom": [[1.320285, 0.489009, 0.339568], [-1.885119, -2.468385, 6.605245], [-1.743422, -1.593942, 5.388162], [-2.013338, -2.129667, 4.120087], [-1.861836, -1.357570, 2.968588], [-1.472789, -0.021628, 3.109754], [-1.194224, 0.520924, 4.339854], [-1.319730, -0.264991, 5.471417], [-1.503773, 1.048893, 1.702057], [-1.814786, 0.129045, 0.607841], [-2.450582, 2.077610, 2.046586], [-0.045423, 1.658574, 1.454991], [0.371704, 2.871665, 1.981429], [-0.226185, 3.764724, 2.845006], [0.364154, 5.001223, 3.160386], [1.552094, 5.417513, 2.659046], [2.232505, 4.529896, 1.797163], [3.485528, 4.849905, 1.222168], [4.108926, 3.915114, 0.427781], [3.475715, 2.651795, 0.204145], [2.356323, 2.339813, 0.779623], [1.670307, 3.276431, 1.503345], [-2.096952, -3.494675, 6.306605], [-2.590880, -2.058816, 7.326163], [-0.931684, -2.481132, 7.118840], [-2.410748, -3.143979, 4.023350], [-2.025127, -1.793784, 1.991441], [-0.846634, 1.533573, 4.442805], [-1.080330, 0.217141, 6.423481], [-1.234364, 3.590296, 3.182535], [-0.222200, 5.641826, 3.801355], [1.996066, 6.379842, 2.896204], [3.922868, 5.788065, 1.465817], [5.053394, 4.091774, -0.056148], [3.995826, 1.918325, -0.401422], [1.015646, 1.578572, -1.618809], [0.258464, 2.486329, -1.533142], [-0.416359, 3.538613, -1.396954], [-1.650928, 3.759292, -1.757778], [-2.722351, 4.061545, -2.094322], [3.074646, -2.225244, -2.581241], [1.664791, -1.373088, -3.474291], [0.874159, -2.444766, -4.807473], [2.237178, 0.301490, -4.154840], [-0.633886, -1.076951, -1.883173], [-1.777566, -0.030375, -3.134719], [-2.957425, 0.312412, -2.479410], [-3.920626, 1.061115, -3.138415], [-3.688638, 1.508771, -4.437736], [-2.452479, 1.252978, -5.046632], [-1.508283, 0.465870, -4.425576], [-1.254677, -2.933114, -1.416833], [-0.569828, -4.126163, -1.674589], [-1.150696, -5.327576, -1.307180], [-2.372697, -5.329063, -0.644586], [-2.998585, -4.143115, -0.328337], [-2.437936, -2.941833, -0.711193], [3.872812, -2.198083, -3.329563], [2.893601, -3.248419, -2.261181], [3.358622, -1.645711, -1.707489], [1.630925, -2.558335, -5.586601], [-0.009278, -1.959821, -5.229540], [0.613851, -3.421003, -4.400300], [2.289908, 0.224974, -5.263292], [3.230276, 0.499049, -3.751697], [1.578673, 1.105742, -3.802067], [-3.123367, -0.046429, -1.477435], [-4.781782, 1.341635, -2.574236], [-4.434016, 2.099215, -4.948458], [-2.227014, 1.607052, -6.044800], [-0.560615, 0.237108, -4.906697], [0.420496, -4.131905, -2.109096], [-0.614105, -6.260975, -1.481980], [-2.849750, -6.273646, -0.410321], [-3.924784, -4.136760, 0.219326], [-2.906811, -2.032787, -0.421967], [4.386938, 0.024547, 2.994520], [4.789689, -0.747681, 1.587224], [4.001177, -1.384131, 1.168200], [5.690561, -0.450409, 1.064454], [1.419711, -1.537382, -0.299002], [1.257826, -2.008959, 0.879586], [1.110957, -3.180168, 1.051821], [1.338007, -1.186823, 1.832550]],
  "forces_ev_per_a": [[0.101, 1.983, -0.231], [0.465, 0.335, -0.167], [-0.202, -0.137, -0.435], [-0.118, 0.327, -0.045], [0.192, 0.224, 0.611], [-0.059, -0.539, -0.700], [0.096, -0.337, 0.516], [0.107, 0.103, 0.311], [-0.748, -0.720, 0.042], [0.419, 0.707, -0.014], [0.131, -0.005, -0.381], [-0.668, -0.031, 0.358], [1.000, 0.536, -0.221], [-0.544, -0.286, -0.397], [-0.488, 0.112, 0.255], [0.279, -0.068, -0.174], [0.247, 0.158, -0.049], [-0.136, -1.489, -0.317], [-0.713, -0.231, -0.058], [1.227, 1.142, 0.455], [-0.454, 0.015, -0.212], [-0.113, -0.762, 0.256], [-0.316, 0.097, 0.224], [-0.294, -0.223, -0.117], [0.310, -0.104, 0.206], [0.342, 0.237, 0.106], [-0.100, 0.173, 0.040], [-0.065, 0.290, -0.076], [-0.122, -0.445, -0.114], [-0.008, -0.130, 0.148], [0.075, 0.170, 0.138], [-0.152, -0.109, -0.027], [0.385, 0.628, -0.010], [0.179, 0.147, -0.002], [-0.230, -0.147, 0.018], [-0.056, -0.317, 0.206], [-0.021, -0.115, -0.082], [0.776, 0.103, 0.324], [-1.334, 0.240, -0.617], [0.589, -0.226, 0.277], [0.773, -0.497, 0.713], [-0.778, 0.361, 0.205], [-0.664, -0.615, -0.630], [0.020, 0.847, -0.534], [-0.367, -0.085, 0.114], [0.408, -0.008, -0.295], [0.219, -0.317, -0.465], [0.548, 0.108, -0.424], [0.471, -0.044, 0.411], [-0.524, -0.204, -0.290], [0.242, -0.463, 1.098], [1.078, 0.621, -0.653], [-0.254, 0.225, 0.140], [0.285, -0.139, 0.163], [-0.063, -0.509, -0.251], [-0.173, -0.129, 0.067], [0.066, -0.328, 0.021], [0.175, -0.103, 0.136], [-0.060, -0.008, -0.081], [0.220, 0.019, -0.048], [-0.030, -0.100, -0.124], [0.095, -0.213, -0.021], [-0.089, -0.011, -0.205], [-0.108, 0.215, 0.665], [0.034, 0.080, -0.059], [0.247, -0.172, -0.408], [-0.152, 0.227, 0.277], [-0.634, 0.145, -0.017], [-0.006, 0.090, -0.013], [-0.189, 0.160, 0.010], [-0.170, 0.139, -0.025], [-0.008, 0.097, -0.145], [-0.229, 0.210, -0.038], [0.091, 0.042, 0.166], [-0.221, -0.076, 0.102], [-0.380, 0.669, 0.131], [-0.116, 0.566, 0.892], [-0.400, -0.642, -1.076], [0.640, 0.258, 0.064], [-0.180, -0.137, 0.091], [-0.005, -0.181, -0.718], [0.568, -0.699, 1.429], [-0.270, -0.622, -0.063], [-0.088, -0.086, -0.357]],
  "lowdin_charge": [1.035, -0.050, -0.262, -0.026, -0.041, -0.281, -0.056, -0.031, 0.603, -0.391, -0.275, -0.204, -0.244, -0.024, -0.069, -0.044, -0.154, 0.009, -0.027, -0.133, 0.000, -0.144, 0.075, 0.082, 0.076, 0.114, 0.094, 0.104, 0.120, 0.096, 0.109, 0.114, 0.110, 0.099, 0.107, 0.020, -0.372, 0.105, -0.377, 0.112, -0.234, 0.778, -0.237, -0.244, 1.126, -0.325, -0.131, -0.070, -0.063, -0.081, -0.119, -0.313, -0.117, -0.078, -0.081, -0.074, -0.132, 0.043, 0.035, 0.011, 0.040, 0.024, 0.020, 0.047, 0.028, -0.009, 0.069, 0.105, 0.105, 0.104, 0.073, 0.083, 0.110, 0.106, 0.108, 0.075, 0.593, -0.549, -0.015, 0.003, -0.296, -0.544, 0.117, -0.073],
  "gap_ev": [7.42, 4.62],
  "e_lumo_ev": [-0.04, -3.19],
  "s_squared": 8.764,
  "multiplicity": 6,
  "de_lowest_kcal_mol": 15.2
}